The following is a DFT calculation (ωB97M-V/def2-TZVPD) of a 13-piece molecular cluster, C48H130F3N11O14 overall.

Its spin multiplicity is 1. Its lowest unoccupied orbital energy is -0.09 eV. The energy above the lowest of the compared OMol25 structures with the same formula, charge and spin is 309.6 kJ/mol. For the HOMO energy, the calculation gives -8.47 eV. The value obtained for the frontier orbital gap is 8.37 eV.

Last columns: bonded neighbours and bond lengths (Å).
Geometry (Å):
1 O -4.92390 -29.43157 -20.90664  H2 0.960, H3 0.960, H4 0.960
2 H -4.09578 -29.38017 -20.42378  O1 0.960
3 H -4.80547 -29.76254 -21.79996  O1 0.960
4 H -5.55464 -29.88413 -20.34186  O1 0.960
5 C -8.12560 -31.11843 -19.81461  O6 1.479, O7 1.408, C8 1.557, H19 1.090
6 O -9.03638 -30.56967 -18.78687  C5 1.479, C12 1.473
7 O -6.84218 -30.63714 -19.49143  C5 1.408
8 C -8.36655 -32.65180 -19.93080  C5 1.557, F9 1.395, F10 1.347, F11 1.326
9 F -9.67586 -32.87633 -19.50560  C8 1.395
10 F -8.20698 -33.21305 -21.14448  C8 1.347
11 F -7.59939 -33.37144 -19.12315  C8 1.326
12 C -10.29814 -29.98276 -19.26836  O6 1.473, C13 1.556, H17 1.090, H18 1.090
13 C -11.20642 -29.71245 -18.03373  C12 1.556, H14 1.090, H15 1.090, H16 1.090
14 H -11.54698 -30.68801 -17.68674  C13 1.090
15 H -10.62192 -29.12867 -17.32262  C13 1.090
16 H -12.00900 -29.05911 -18.37592  C13 1.090
17 H -10.77721 -30.55068 -20.06589  C12 1.090
18 H -10.11879 -29.00206 -19.70899  C12 1.090
19 H -8.44584 -30.69880 -20.76826  C5 1.090
20 C -8.47283 -33.91999 -15.97130  C21 1.565, H26 1.090, H27 1.090, H28 1.090
21 C -9.12048 -32.70256 -15.23070  C20 1.565, C22 1.521, N25 1.485, H29 1.090
22 C -8.42897 -32.36021 -13.92032  C21 1.521, O23 1.465, H30 1.090, H31 1.090
23 O -8.53806 -33.65567 -13.24446  C22 1.465, C24 1.410
24 C -7.45395 -33.98038 -12.40354  O23 1.410, H32 1.090, H33 1.090, H34 1.090
25 N -9.10571 -31.57422 -16.19545  C21 1.485, H35 1.010, H36 1.010
26 H -8.55995 -34.88454 -15.47115  C20 1.090
27 H -7.41542 -33.88178 -16.23306  C20 1.090
28 H -8.94044 -34.17534 -16.92221  C20 1.090
29 H -10.09506 -33.11601 -14.97116  C21 1.090
30 H -8.95168 -31.57939 -13.36787  C22 1.090
31 H -7.47709 -31.87941 -14.14584  C22 1.090
32 H -7.10759 -33.19530 -11.73139  C24 1.090
33 H -6.67621 -34.36353 -13.06417  C24 1.090
34 H -7.73844 -34.81297 -11.76014  C24 1.090
35 H -8.14255 -31.29815 -16.32276  N25 1.010
36 H -9.31328 -31.90813 -17.12578  N25 1.010
37 C -3.65816 -32.96795 -17.96200  C38 1.501, H43 1.090, H44 1.090, H45 1.090
38 C -4.69420 -32.63720 -16.92683  C37 1.501, C39 1.525, N42 1.471, H46 1.090
39 C -4.45217 -33.11363 -15.49843  C38 1.525, O40 1.426, H47 1.090, H48 1.090
40 O -3.99256 -34.44733 -15.28708  C39 1.426, C41 1.465
41 C -4.65370 -35.65637 -15.78305  O40 1.465, H49 1.090, H50 1.090, H51 1.090
42 N -5.09219 -31.22150 -16.94562  C38 1.471, H52 1.010, H53 1.010
43 H -3.59096 -34.02752 -18.20878  C37 1.090
44 H -2.65570 -32.54650 -17.88738  C37 1.090
45 H -3.91540 -32.55993 -18.93947  C37 1.090
46 H -5.53965 -33.07233 -17.45973  C38 1.090
47 H -5.28465 -33.07607 -14.79581  C39 1.090
48 H -3.68814 -32.42993 -15.12841  C39 1.090
49 H -5.69202 -35.54406 -15.47096  C41 1.090
50 H -4.12221 -36.51608 -15.37499  C41 1.090
51 H -4.49864 -35.76365 -16.85661  C41 1.090
52 H -5.67649 -30.91113 -16.18248  N42 1.010
53 H -5.71565 -31.05268 -17.72209  N42 1.010
54 C -13.84727 -36.60913 -24.04051  C55 1.583, H60 1.090, H61 1.090, H62 1.090
55 C -13.67833 -35.03764 -23.96136  C54 1.583, C56 1.539, N59 1.439, H63 1.090
56 C -12.23331 -34.55508 -23.74330  C55 1.539, O57 1.403, H64 1.090, H65 1.090
57 O -12.30058 -33.21287 -23.34095  C56 1.403, C58 1.406
58 C -11.07072 -32.76673 -22.82627  O57 1.406, H66 1.090, H67 1.090, H68 1.090
59 N -14.11937 -34.50578 -25.22371  C55 1.439, H69 1.010, H70 1.010
60 H -13.37316 -37.20536 -24.82014  C54 1.090
61 H -14.90689 -36.84574 -24.13696  C54 1.090
62 H -13.52529 -37.00106 -23.07572  C54 1.090
63 H -14.26435 -34.65377 -23.12629  C55 1.090
64 H -11.63977 -34.60306 -24.65626  C56 1.090
65 H -11.82354 -35.13888 -22.91905  C56 1.090
66 H -10.45187 -32.69634 -23.72079  C58 1.090
67 H -10.77571 -33.51813 -22.09382  C58 1.090
68 H -11.15241 -31.81540 -22.30053  C58 1.090
69 H -13.96434 -33.51387 -25.11329  N59 1.010
70 H -15.05434 -34.59009 -25.59632  N59 1.010
71 C -8.47037 -34.35230 -24.64844  C72 1.514, H77 1.090, H78 1.090, H79 1.090
72 C -8.04697 -35.64473 -25.31426  C71 1.514, C73 1.527, N76 1.420, H80 1.090
73 C -6.70945 -36.23250 -24.87050  C72 1.527, O74 1.442, H81 1.090, H82 1.090
74 O -5.68608 -35.24838 -25.12007  C73 1.442, C75 1.450
75 C -4.36243 -35.64836 -24.68223  O74 1.450, H83 1.090, H84 1.090, H85 1.090
76 N -9.06854 -36.61754 -25.15248  C72 1.420, H86 1.010, H87 1.010
77 H -9.49150 -34.10048 -24.93477  C71 1.090
78 H -7.75506 -33.61360 -25.01004  C71 1.090
79 H -8.46743 -34.37954 -23.55879  C71 1.090
80 H -8.02334 -35.33293 -26.35846  C72 1.090
81 H -6.54851 -37.07091 -25.54821  C73 1.090
82 H -6.77412 -36.60923 -23.84972  C73 1.090
83 H -3.86057 -36.29439 -25.40258  C75 1.090
84 H -4.26637 -36.16980 -23.72989  C75 1.090
85 H -3.85307 -34.68789 -24.60380  C75 1.090
86 H -9.76001 -36.21995 -25.77207  N76 1.010
87 H -8.87014 -37.52677 -25.54496  N76 1.010
88 C -7.39140 -37.36918 -19.09718  C89 1.490, H94 1.090, H95 1.090, H96 1.090
89 C -6.35660 -36.60857 -19.85255  C88 1.490, C90 1.543, N93 1.442, H97 1.090
90 C -4.91533 -37.15704 -19.90789  C89 1.543, O91 1.492, H98 1.090, H99 1.090
91 O -4.34138 -37.36562 -18.54677  C90 1.492, C92 1.449
92 C -2.89445 -37.44038 -18.58104  O91 1.449, H100 1.090, H101 1.090, H102 1.090
93 N -6.80373 -36.21421 -21.16570  C89 1.442, H103 1.010, H104 1.010
94 H -8.43213 -37.05653 -19.18235  C88 1.090
95 H -7.25475 -37.33052 -18.01647  C88 1.090
96 H -7.35128 -38.40013 -19.44879  C88 1.090
97 H -6.13396 -35.62347 -19.44253  C89 1.090
98 H -4.20926 -36.49763 -20.41260  C90 1.090
99 H -4.98692 -38.12461 -20.40468  C90 1.090
100 H -2.52982 -37.95006 -17.68921  C92 1.090
101 H -2.55342 -36.41709 -18.42384  C92 1.090
102 H -2.45867 -37.93258 -19.45047  C92 1.090
103 H -7.57108 -35.57372 -21.02060  N93 1.010
104 H -6.04086 -35.83484 -21.70809  N93 1.010
105 C -4.87704 -29.87956 -26.01660  C106 1.535, H111 1.090, H112 1.090, H113 1.090
106 C -4.95203 -29.96111 -24.48524  C105 1.535, C107 1.599, N110 1.515, H114 1.090
107 C -5.28416 -31.46554 -24.05877  C106 1.599, O108 1.435, H115 1.090, H116 1.090
108 O -5.39136 -31.40143 -22.62934  C107 1.435, C109 1.440
109 C -5.19116 -32.65238 -21.94571  O108 1.440, H117 1.090, H118 1.090, H119 1.090
110 N -3.66083 -29.42049 -23.90547  C106 1.515, H120 1.010, H121 1.010
111 H -4.57191 -28.91427 -26.42058  C105 1.090
112 H -5.90896 -30.12134 -26.27114  C105 1.090
113 H -4.21415 -30.65670 -26.39702  C105 1.090
114 H -5.66122 -29.22735 -24.10218  C106 1.090
115 H -4.44326 -32.07926 -24.38179  C107 1.090
116 H -6.13955 -31.91249 -24.56537  C107 1.090
117 H -5.37887 -32.59172 -20.87371  C109 1.090
118 H -4.12966 -32.88954 -22.01699  C109 1.090
119 H -5.83115 -33.41341 -22.39217  C109 1.090
120 H -2.87062 -30.01111 -24.12185  N110 1.010
121 H -3.35238 -28.59595 -24.40053  N110 1.010
122 C -5.43215 -27.50494 -13.90899  C123 1.531, H128 1.090, H129 1.090, H130 1.090
123 C -6.87099 -28.02527 -13.97401  C122 1.531, C124 1.572, N127 1.474, H131 1.090
124 C -7.39506 -28.44650 -15.39551  C123 1.572, O125 1.484, H132 1.090, H133 1.090
125 O -7.58943 -27.22368 -16.21275  C124 1.484, C126 1.404
126 C -7.88070 -27.52627 -17.55268  O125 1.404, H134 1.090, H135 1.090, H136 1.090
127 N -6.96237 -29.26279 -13.17889  C123 1.474, H137 1.010, H138 1.010
128 H -5.32730 -26.84474 -14.76994  C122 1.090
129 H -4.65658 -28.26161 -14.02755  C122 1.090
130 H -5.20157 -26.93149 -13.01117  C122 1.090
131 H -7.52708 -27.24947 -13.57935  C123 1.090
132 H -8.33067 -29.00472 -15.36242  C124 1.090
133 H -6.66443 -29.15484 -15.78607  C124 1.090
134 H -6.94303 -27.74851 -18.06210  C126 1.090
135 H -8.28486 -26.62197 -18.00764  C126 1.090
136 H -8.59615 -28.30640 -17.81274  C126 1.090
137 H -6.59559 -29.11192 -12.25000  N127 1.010
138 H -7.87276 -29.64221 -12.96134  N127 1.010
139 C -10.88631 -23.50080 -17.65272  C140 1.494, H145 1.090, H146 1.090, H147 1.090
140 C -12.22747 -24.09566 -17.93655  C139 1.494, C141 1.531, N144 1.438, H148 1.090
141 C -12.26111 -25.53965 -18.44540  C140 1.531, O142 1.483, H149 1.090, H150 1.090
142 O -13.50418 -25.71913 -19.23445  C141 1.483, C143 1.469
143 C -13.91177 -27.11345 -19.44958  O142 1.469, H151 1.090, H152 1.090, H153 1.090
144 N -13.14183 -23.86995 -16.85001  C140 1.438, H154 1.010, H155 1.010
145 H -10.38267 -23.11903 -18.54082  C139 1.090
146 H -10.19114 -24.11608 -17.08151  C139 1.090
147 H -10.94634 -22.59900 -17.04343  C139 1.090
148 H -12.71801 -23.45506 -18.66942  C140 1.090
149 H -12.20653 -26.25154 -17.62179  C141 1.090
150 H -11.40326 -25.66518 -19.10603  C141 1.090
151 H -13.78982 -27.78979 -18.60354  C143 1.090
152 H -13.32021 -27.57966 -20.23750  C143 1.090
153 H -14.90008 -27.15437 -19.90748  C143 1.090
154 H -14.07668 -24.17128 -17.08525  N144 1.010
155 H -12.82799 -24.47478 -16.10450  N144 1.010
156 C -8.54382 -27.17509 -22.42094  C157 1.509, H162 1.090, H163 1.090, H164 1.090
157 C -9.35642 -28.04212 -23.35126  C156 1.509, C158 1.532, N161 1.488, H165 1.090
158 C -10.82582 -27.61150 -23.38450  C157 1.532, O159 1.438, H166 1.090, H167 1.090
159 O -11.58411 -28.39375 -24.32260  C158 1.438, C160 1.448
160 C -13.01787 -28.33434 -24.13224  O159 1.448, H168 1.090, H169 1.090, H170 1.090
161 N -8.78552 -27.81790 -24.70658  C157 1.488, H171 1.010, H172 1.010
162 H -8.97579 -26.89323 -21.46071  C156 1.090
163 H -8.31263 -26.18934 -22.82460  C156 1.090
164 H -7.53853 -27.58151 -22.30991  C156 1.090
165 H -9.16829 -29.07565 -23.06049  C157 1.090
166 H -10.82852 -26.55950 -23.66979  C158 1.090
167 H -11.24365 -27.66846 -22.37938  C158 1.090
168 H -13.46744 -29.03778 -23.43140  C160 1.090
169 H -13.47540 -28.42062 -25.11779  C160 1.090
170 H -13.31689 -27.40068 -23.65583  C160 1.090
171 H -9.29431 -27.04546 -25.11226  N161 1.010
172 H -8.99859 -28.65979 -25.22226  N161 1.010
173 C -10.82340 -26.27273 -14.98683  C174 1.528, H179 1.090, H180 1.090, H181 1.090
174 C -12.12355 -27.02129 -14.69661  C173 1.528, C175 1.581, N178 1.476, H182 1.090
175 C -12.11144 -27.87391 -13.36509  C174 1.581, O176 1.376, H183 1.090, H184 1.090
176 O -13.33503 -28.45750 -13.12783  C175 1.376, C177 1.444
177 C -13.37606 -29.67879 -13.89691  O176 1.444, H185 1.090, H186 1.090, H187 1.090
178 N -13.33468 -26.17841 -14.73172  C174 1.476, H188 1.010, H189 1.010
179 H -10.76744 -25.39513 -14.34279  C173 1.090
180 H -10.47556 -25.99156 -15.98082  C173 1.090
181 H -10.02482 -26.92774 -14.63851  C173 1.090
182 H -12.23805 -27.66505 -15.56871  C174 1.090
183 H -12.03339 -27.14338 -12.55991  C175 1.090
184 H -11.29253 -28.52337 -13.05575  C175 1.090
185 H -12.78248 -30.36570 -13.29364  C177 1.090
186 H -12.99523 -29.60892 -14.91582  C177 1.090
187 H -14.36581 -30.13541 -13.89945  C177 1.090
188 H -13.63809 -25.58781 -13.97065  N178 1.010
189 H -13.96542 -26.95741 -14.60750  N178 1.010
190 C -13.07402 -33.25567 -19.34186  C191 1.487, H196 1.090, H197 1.090, H198 1.090
191 C -13.78656 -31.97398 -19.58915  C190 1.487, C192 1.547, N195 1.422, H199 1.090
192 C -15.10084 -32.13813 -20.38801  C191 1.547, O193 1.395, H200 1.090, H201 1.090
193 O -15.74253 -30.92298 -20.62688  C192 1.395, C194 1.412
194 C -16.90536 -31.02962 -21.42082  O193 1.412, H202 1.090, H203 1.090, H204 1.090
195 N -14.07135 -31.32812 -18.35522  C191 1.422, H205 1.010, H206 1.010
196 H -12.23128 -33.12935 -18.66220  C190 1.090
197 H -12.64882 -33.50951 -20.31288  C190 1.090
198 H -13.64424 -34.09325 -18.94012  C190 1.090
199 H -13.21630 -31.35525 -20.28203  C191 1.090
200 H -15.75855 -32.78538 -19.80786  C192 1.090
201 H -14.97644 -32.68795 -21.32092  C192 1.090
202 H -17.82045 -31.40874 -20.96588  C194 1.090
203 H -16.63326 -31.68672 -22.24682  C194 1.090
204 H -17.30243 -30.06729 -21.74389  C194 1.090
205 H -13.16610 -30.93420 -18.14201  N195 1.010
206 H -14.67640 -30.52684 -18.46458  N195 1.010